A cluster of 12 separate species, C52H123N5O5 in total in a non-equilibrium geometry, computed with ωB97M-V with the def2-TZVPD basis set.

Each line ends with the Löwdin charge.
Positions of all 185 atoms, in Å:
C -20.8128 7.7326 -0.3274  -0.118
C -21.2713 6.4320 -0.9912  -0.254
C -20.5927 6.2172 -2.3525  -0.226
C -21.1802 5.0618 -3.1775  -0.230
C -20.6566 5.0289 -4.6311  -0.253
C -21.1437 6.2592 -5.4061  -0.126
H -20.5482 8.4619 -1.0972  0.056
H -19.9427 7.7140 0.3300  0.055
H -21.6423 8.0890 0.2871  0.067
H -21.0499 5.5652 -0.3655  0.111
H -22.3395 6.5675 -1.1689  0.105
H -19.5473 5.9381 -2.2126  0.116
H -20.7474 7.1770 -2.8521  0.100
H -20.7386 4.1458 -2.7615  0.106
H -22.2573 4.9053 -3.1005  0.108
H -19.5677 5.0692 -4.5685  0.100
H -20.9491 4.1273 -5.1667  0.099
H -22.1448 6.6179 -5.1618  0.071
H -20.4726 7.1058 -5.2441  0.060
H -21.1269 6.0591 -6.4810  0.063
C -11.5639 16.2377 3.1420  -0.114
C -13.0357 15.8876 3.3600  -0.279
C -13.9531 17.0804 3.1321  -0.217
C -15.4468 16.7517 3.3699  -0.228
C -15.9447 15.6328 2.4876  -0.279
C -17.4665 15.3822 2.6382  -0.110
H -11.3229 16.3956 2.0921  0.054
H -10.8585 15.5499 3.6094  0.068
H -11.3494 17.1827 3.6560  0.070
H -13.2735 15.1128 2.6222  0.083
H -13.1786 15.4160 4.3334  0.113
H -13.8276 17.5963 2.1811  0.114
H -13.6872 17.7702 3.9415  0.108
H -15.5940 16.4972 4.4244  0.114
H -16.0424 17.6463 3.1751  0.111
H -15.9105 15.9762 1.4453  0.106
H -15.3979 14.6937 2.5553  0.092
H -17.9352 14.7572 1.8815  0.051
H -17.6623 15.0913 3.6719  0.071
H -17.9349 16.3606 2.4838  0.069
C -20.2035 13.2795 -7.5110  -0.122
C -20.8280 12.8805 -6.1506  -0.256
C -20.7571 13.9829 -5.0991  -0.221
C -19.3827 14.1922 -4.4334  -0.219
C -19.0542 13.1612 -3.3531  -0.228
C -20.2573 12.9621 -2.3454  -0.103
H -20.5940 12.7577 -8.3860  0.064
H -19.1138 13.2175 -7.5201  0.061
H -20.4281 14.3239 -7.7610  0.067
H -21.8663 12.6406 -6.3930  0.100
H -20.3628 11.9150 -5.9358  0.098
H -21.5594 13.8399 -4.3767  0.096
H -20.9971 14.9105 -5.6248  0.105
H -18.5693 14.2704 -5.1583  0.103
H -19.4474 15.2034 -4.0150  0.105
H -19.0588 12.2189 -3.9113  0.089
H -18.1638 13.2702 -2.7411  0.087
H -21.0621 12.3212 -2.7022  0.076
H -19.8672 12.3618 -1.5214  0.029
H -20.5641 13.9504 -2.0085  0.074
C -17.6475 9.6152 -1.9131  -0.097
C -17.3840 10.5341 -0.7082  -0.245
C -18.5730 10.4296 0.2535  -0.219
C -18.4348 11.2766 1.5096  -0.214
C -19.5957 11.1608 2.5045  -0.233
C -19.4844 9.8703 3.3611  -0.091
H -18.6125 9.8801 -2.3525  0.064
H -17.7242 8.5739 -1.5934  0.066
H -16.8718 9.6854 -2.6770  0.049
H -16.4445 10.2800 -0.2010  0.090
H -17.1238 11.5333 -1.0738  0.090
H -18.7526 9.3935 0.5313  0.092
H -19.3884 10.8011 -0.3731  0.087
H -17.4640 11.0053 1.9428  0.103
H -18.2945 12.3359 1.2681  0.092
H -19.5862 11.9883 3.2094  0.105
H -20.5183 11.0178 1.9423  0.082
H -18.5973 9.2688 3.1556  0.077
H -19.4142 10.1070 4.4255  0.054
H -20.3888 9.2691 3.2844  0.038
C -21.5986 13.3161 0.7561  -0.112
C -22.3829 13.0438 2.0764  -0.259
C -22.3043 14.1340 3.1650  -0.204
C -22.7777 13.6327 4.5666  -0.217
C -24.1166 14.2767 4.9673  -0.253
C -24.4623 13.9838 6.4322  -0.119
H -22.0741 14.1435 0.2277  0.073
H -21.7327 12.4561 0.1017  0.063
H -20.5669 13.4768 1.0631  0.061
H -23.4157 12.9034 1.7534  0.110
H -21.8600 12.1858 2.5039  0.060
H -22.8290 15.0454 2.8823  0.105
H -21.2407 14.3370 3.3303  0.098
H -22.9249 12.5630 4.3702  0.097
H -21.9895 13.6835 5.3167  0.099
H -23.9737 15.3601 4.9957  0.108
H -24.8996 13.8802 4.3259  0.113
H -25.4792 14.3591 6.5616  0.075
H -24.3893 12.9068 6.6035  0.047
H -23.7827 14.4636 7.1356  0.067
C -23.8798 14.1506 10.8118  -0.110
C -23.8503 12.8849 9.9577  -0.289
C -22.5479 12.5010 9.2709  -0.205
C -22.5005 10.9810 8.9155  -0.201
C -22.6208 10.6171 7.3964  -0.260
C -21.2586 10.7714 6.7017  -0.103
H -23.5397 15.0435 10.2831  0.066
H -23.1989 14.0384 11.6575  0.070
H -24.8824 14.2743 11.2183  0.069
H -23.9696 12.1095 10.7307  0.100
H -24.7324 12.6592 9.3542  0.106
H -21.7251 12.4798 9.9883  0.110
H -22.3699 13.1188 8.3912  0.088
H -21.6172 10.4046 9.1942  0.100
H -23.3531 10.4758 9.3792  0.099
H -22.9931 9.5914 7.3097  0.092
H -23.3879 11.2618 6.9617  0.072
H -21.3551 10.4897 5.6512  0.047
H -21.2352 11.8669 6.6616  0.057
H -20.4169 10.3044 7.1991  0.077
C -11.8351 15.4667 -0.7404  -0.116
C -12.5534 14.8082 -1.9130  -0.275
C -13.9437 14.2307 -1.5589  -0.212
C -14.6687 13.5558 -2.7321  -0.213
C -13.7281 12.6902 -3.6050  -0.262
C -14.4617 12.2562 -4.8725  -0.118
H -12.2483 16.4458 -0.5013  0.071
H -10.7724 15.5583 -0.9792  0.071
H -11.8020 14.7907 0.1177  0.066
H -12.7524 15.4288 -2.7910  0.115
H -11.8896 13.9838 -2.1786  0.098
H -14.5817 15.0118 -1.1400  0.105
H -13.7354 13.4655 -0.8024  0.097
H -15.4318 12.8326 -2.4214  0.088
H -15.2159 14.2880 -3.3304  0.110
H -12.8795 13.3347 -3.8349  0.085
H -13.2920 11.8005 -3.1463  0.109
H -14.7977 13.1176 -5.4510  0.072
H -13.7935 11.7171 -5.5530  0.067
H -15.2722 11.5566 -4.6609  0.052
O -14.6197 4.4104 1.2407  0.017
C -14.7677 5.5314 0.7574  -0.590
N -14.2388 6.5966 1.3966  0.164
C -15.5931 5.7930 -0.4510  0.001
H -14.5157 7.5167 1.0778  0.055
H -13.6199 6.5329 2.1797  0.100
H -15.7350 6.8540 -0.6667  0.062
H -16.5865 5.3633 -0.3289  0.088
H -15.1220 5.3396 -1.3230  0.080
O -16.5625 6.6197 -5.2317  0.000
C -16.1790 7.3981 -6.0994  -0.586
N -16.3807 8.7292 -6.0242  0.177
C -15.4571 6.8852 -7.3344  0.002
H -16.6640 9.2455 -5.2104  0.091
H -16.1039 9.3014 -6.8038  0.098
H -16.1717 6.2247 -7.8349  0.089
H -14.6172 6.2866 -6.9960  0.083
H -15.2724 7.6318 -8.1058  0.073
O -21.2820 5.2581 4.9977  0.033
C -22.1680 6.0584 4.7307  -0.595
N -21.9129 7.2089 4.0770  0.156
C -23.5736 5.9125 5.2945  -0.015
H -20.9403 7.3670 3.8758  0.090
H -22.6677 7.8691 4.0441  0.098
H -24.3850 5.7604 4.5807  0.078
H -23.8766 6.7988 5.8592  0.070
H -23.5799 5.0790 5.9926  0.080
O -13.9110 9.3312 0.4647  -0.003
C -13.2857 9.9626 1.3018  -0.562
N -12.2129 9.4044 1.9248  0.168
C -13.9177 11.1486 1.9963  0.005
H -11.9683 8.4578 1.6753  0.104
H -11.7520 9.7272 2.7555  0.102
H -14.8034 10.8102 2.5262  0.085
H -14.2169 11.8345 1.2023  0.072
H -13.1988 11.6266 2.6602  0.074
O -12.0970 6.0531 -2.6356  0.012
C -13.1241 6.6083 -3.0175  -0.601
N -13.9813 5.9348 -3.8327  0.168
C -13.4649 7.9864 -2.5055  -0.007
H -14.9012 6.2212 -4.1353  0.054
H -13.6888 4.9887 -4.0138  0.110
H -14.5359 8.1929 -2.5345  0.063
H -12.9866 8.6974 -3.1800  0.082
H -13.0819 7.9464 -1.4921  0.064

Results
M = 898.59 g mol⁻¹
gap between HOMO and LUMO = 9.346 eV
SMILES string = CC(N)=O.CC(N)=O.CC(N)=O.CC(N)=O.CC(N)=O.CCCCCC.CCCCCC.CCCCCC.CCCCCC.CCCCCC.CCCCCC.CCCCCC
HOMO level = -9.0511 eV
DFT total energy = -2705.0523 Eh

---

A cluster of 15 separate species, C52H126N15O24 in total in a non-equilibrium geometry, computed with ωB97M-V with the def2-TZVPD basis set.

Each line ends with the Löwdin charge.
Positions of all 217 atoms, in Å:
C -1.5363 -2.5395 -0.6610  -0.007
C -0.9926 -1.1021 -0.4531  -0.257
C -2.0113 -0.2367 0.3348  -0.165
O -1.9940 -0.5498 1.7424  -0.185
C -2.2793 0.6605 2.5262  -0.044
N 0.4000 -1.1358 0.1408  0.255
H 0.4581 -1.7572 0.9349  0.107
H 1.0555 -1.4437 -0.5632  0.099
H 0.7655 -0.2323 0.4055  0.098
H -0.8426 -3.1487 -1.2403  0.084
H -2.4916 -2.5038 -1.1847  0.067
H -1.8092 -2.9893 0.2936  0.075
H -0.8962 -0.6225 -1.4271  0.128
H -2.9589 -0.3867 -0.1826  0.097
H -1.6932 0.8017 0.2419  0.094
H -1.6698 1.4896 2.1667  0.067
H -2.0030 0.5150 3.5705  0.077
H -3.3558 0.7976 2.6294  0.075
C -7.2106 1.6698 -0.7836  -0.026
C -6.8514 0.2625 -0.2681  -0.239
C -6.5444 -0.6626 -1.4046  -0.176
O -5.9822 -1.8836 -0.9174  -0.199
C -5.3121 -2.6742 -1.8746  -0.089
N -5.4946 0.4630 0.4462  0.233
H -5.4829 0.9975 1.3031  0.098
H -5.0595 -0.4466 0.5039  0.120
H -4.8752 0.9975 -0.1461  0.083
H -6.5088 2.0163 -1.5422  0.078
H -7.3109 2.4198 0.0010  0.087
H -8.2076 1.5497 -1.2076  0.088
H -7.5387 -0.0751 0.5076  0.167
H -5.9111 -0.2261 -2.1770  0.124
H -7.4566 -1.0849 -1.8261  0.142
H -4.4642 -2.2528 -2.4147  0.063
H -6.0901 -2.9012 -2.6034  0.093
H -5.0228 -3.5882 -1.3559  0.092
C 0.3916 1.4565 6.0000  -0.047
C 0.8007 2.8573 6.3441  -0.287
C 1.3693 2.9305 7.7481  -0.246
O 1.3762 4.2172 8.1939  -0.161
C 1.6189 4.3041 9.5819  -0.075
N 1.8089 3.4211 5.3486  0.246
H 1.8409 4.4041 5.5781  0.157
H 2.7274 3.0060 5.4131  0.164
H 1.3904 3.2890 4.4389  0.092
H -0.3429 1.0382 6.6883  0.102
H 1.2372 0.7911 6.1739  0.097
H -0.0792 1.2261 5.0443  0.067
H -0.0112 3.5625 6.1665  0.164
H 2.3013 2.3707 7.8261  0.144
H 0.6479 2.3653 8.3383  0.136
H 0.8686 3.7160 10.1103  0.101
H 1.5412 5.3775 9.7549  0.099
H 2.6264 4.0786 9.9315  0.094
C -0.0469 -1.7216 4.6951  -0.084
C -0.7084 -3.1442 4.7838  -0.188
C -2.0087 -3.1131 3.9681  -0.114
N -2.6365 -4.5021 3.8051  -0.201
C -3.0072 -5.0308 5.1506  0.006
C -1.6828 -5.4753 2.9988  -0.058
C -2.5979 -6.1595 2.0261  -0.194
C -3.7654 -5.3500 1.6976  -0.150
C -3.9337 -4.4350 2.9037  -0.054
H 1.0093 -1.8665 4.9218  0.071
H -0.4736 -1.0414 5.4322  0.053
H -0.0897 -1.2689 3.7045  0.051
H -0.8437 -3.4300 5.8270  0.104
H 0.0431 -3.8444 4.4190  0.092
H -1.9113 -2.6859 2.9701  0.115
H -2.7174 -2.5164 4.5423  0.123
H -2.1691 -5.2372 5.8163  0.100
H -3.5818 -5.9480 5.0216  0.109
H -3.6782 -4.2547 5.5186  0.104
H -1.0029 -6.0388 3.6378  0.138
H -1.0230 -4.7907 2.4657  0.097
H -2.7943 -7.1237 2.4950  0.121
H -2.0670 -6.4758 1.1283  0.136
H -4.5969 -6.0525 1.7543  0.127
H -3.6497 -4.8348 0.7440  0.116
H -4.8178 -4.8034 3.4241  0.131
H -4.2013 -3.4103 2.6458  0.120
C 6.1883 -4.6592 2.3764  -0.109
C 6.4056 -3.3183 1.8388  -0.232
C 5.1401 -2.3945 2.0272  -0.069
N 5.4807 -0.9655 1.5842  -0.256
C 6.1491 -0.9104 0.1977  0.049
C 4.2739 -0.0596 1.6271  -0.089
C 4.7062 1.4378 1.8887  -0.135
C 6.0645 1.2844 2.5177  -0.151
C 6.3355 -0.2515 2.6757  -0.052
H 6.0179 -4.7732 3.4469  0.092
H 7.0180 -5.2901 2.0574  0.085
H 5.3263 -5.1320 1.9055  0.091
H 6.8099 -3.4168 0.8314  0.114
H 7.1883 -2.7955 2.3885  0.101
H 4.6067 -2.2990 2.9730  0.134
H 4.3871 -2.5496 1.2545  0.123
H 7.1708 -1.2796 0.2863  0.102
H 6.2087 0.1312 -0.1179  0.082
H 5.5025 -1.4368 -0.5044  0.103
H 3.7247 -0.1460 0.6895  0.112
H 3.6304 -0.4999 2.3888  0.125
H 4.6919 2.1839 1.0942  0.105
H 3.9046 1.8355 2.5109  0.090
H 6.8367 1.7122 1.8783  0.106
H 6.2190 1.9059 3.3997  0.115
H 7.3653 -0.5355 2.4590  0.124
H 5.9108 -0.6427 3.6002  0.136
C -0.8306 5.4975 3.2286  -0.099
C -1.0867 5.8667 1.7443  -0.201
C -0.8583 4.6113 0.8615  -0.082
N -1.3697 4.7648 -0.6156  -0.183
C -0.8309 3.5530 -1.4360  0.038
C -1.0329 6.1028 -1.3829  -0.086
C -2.0118 6.2188 -2.5783  -0.119
C -3.1885 5.2279 -2.2189  -0.117
C -2.9063 4.7349 -0.8028  -0.106
H -1.1909 4.5168 3.5394  0.072
H -1.3061 6.2422 3.8668  0.082
H 0.2072 5.4325 3.5555  0.046
H -0.4448 6.7194 1.5230  0.102
H -2.0924 6.2857 1.7750  0.112
H -1.4593 3.8382 1.3404  0.110
H 0.1792 4.2772 0.8628  0.101
H 0.1949 3.8008 -1.7088  0.084
H -1.3893 3.3740 -2.3548  0.083
H -0.9116 2.6975 -0.7654  0.083
H 0.0218 6.1504 -1.6539  0.122
H -1.3049 6.9093 -0.7020  0.114
H -1.4456 5.9980 -3.4832  0.106
H -2.2926 7.2712 -2.5373  0.110
H -3.2531 4.3775 -2.8978  0.086
H -4.1636 5.7136 -2.2555  0.123
H -3.3722 3.7915 -0.5180  0.108
H -3.2696 5.3559 0.0160  0.123
C 7.1682 1.0889 -6.4880  -0.090
C 6.2190 1.8569 -5.6585  -0.265
C 5.9954 1.3778 -4.1792  -0.085
N 4.8322 2.0474 -3.4246  -0.229
C 5.1888 3.5028 -3.2106  0.018
C 3.4951 1.7803 -4.1678  -0.078
C 2.3996 1.8114 -3.1246  -0.133
C 3.1103 1.8781 -1.7018  -0.113
C 4.5572 1.5050 -2.0147  -0.110
H 6.6748 0.1255 -6.6166  0.091
H 8.1914 1.1231 -6.1139  0.094
H 7.0920 1.6113 -7.4416  0.090
H 5.2723 2.0557 -6.1610  0.112
H 6.6763 2.8303 -5.4810  0.099
H 6.8847 1.6076 -3.5922  0.134
H 5.7699 0.3136 -4.2474  0.125
H 4.4596 4.0601 -2.6227  0.106
H 5.2824 3.9640 -4.1938  0.103
H 6.1072 3.6021 -2.6321  0.110
H 3.3104 2.5681 -4.8982  0.131
H 3.4700 0.8202 -4.6832  0.139
H 1.6508 2.5930 -3.2528  0.098
H 1.8151 0.9008 -3.2561  0.091
H 2.9776 2.8999 -1.3463  0.104
H 2.7021 1.1312 -1.0209  0.082
H 5.3446 1.9394 -1.3987  0.116
H 4.6691 0.4366 -2.1992  0.099
C -0.6381 1.1576 -4.5665  -0.083
C -1.2082 0.1740 -5.6200  -0.189
C -0.5368 -1.2615 -5.5862  -0.088
N -1.3881 -2.4430 -6.1414  -0.205
C -2.7323 -2.7001 -5.4749  0.031
C -0.5607 -3.7617 -6.1258  -0.091
C 0.3602 -3.7912 -7.3402  -0.138
C -0.4376 -3.0257 -8.4194  -0.139
C -1.6150 -2.3735 -7.6882  -0.080
H -0.9830 2.1910 -4.5325  0.073
H 0.4372 1.1679 -4.7448  0.045
H -0.8509 0.6948 -3.6028  0.061
H -1.0000 0.4284 -6.6592  0.096
H -2.2775 -0.0159 -5.5274  0.089
H -0.2810 -1.4694 -4.5472  0.110
H 0.4919 -1.1842 -5.9381  0.126
H -3.2500 -3.5576 -5.9048  0.109
H -3.3252 -1.7950 -5.6063  0.095
H -2.4818 -2.6710 -4.4145  0.104
H -1.2105 -4.6305 -6.2303  0.141
H -0.1241 -3.8581 -5.1317  0.139
H 0.5908 -4.8151 -7.6341  0.124
H 1.2676 -3.2552 -7.0619  0.106
H -0.7403 -3.6851 -9.2329  0.116
H 0.1453 -2.2577 -8.9279  0.108
H -2.5570 -2.8904 -7.8716  0.128
H -1.7720 -1.3135 -7.8882  0.119
N 1.2905 1.9703 1.9805  -0.635
O 1.1753 1.8486 0.7743  -0.043
O 1.0335 1.0112 2.6423  0.024
O 1.5210 3.1038 2.4288  -0.059
N -5.9869 -1.5653 4.1234  -0.698
O -5.2611 -2.0811 4.9612  -0.075
O -5.5460 -0.9533 3.1723  -0.060
O -7.1731 -1.7696 4.2314  -0.020
N -2.7020 -5.8154 -3.3642  -0.733
O -3.7249 -5.4020 -3.8950  -0.093
O -1.9722 -5.1467 -2.6851  -0.047
O -2.5551 -6.9688 -3.6255  -0.032
N -4.8376 3.1646 2.8702  -0.697
O -4.0025 3.3523 1.9942  -0.078
O -5.8971 2.5987 2.6990  -0.025
O -4.6668 3.5904 3.9787  -0.015
N -3.5805 1.2354 -2.6169  -0.682
O -3.7400 1.5840 -1.4912  -0.038
O -3.7080 1.9638 -3.5625  0.005
O -3.3512 0.0734 -2.8364  -0.020
N 1.6972 -3.8530 2.0393  -0.652
O 1.0057 -4.2729 1.1012  -0.022
O 2.0473 -2.6995 2.2342  -0.079
O 2.2247 -4.6724 2.7740  -0.036
N 3.0458 -1.8075 -2.7042  -0.685
O 2.8446 -1.7110 -1.4969  -0.055
O 2.1891 -2.1933 -3.4567  0.008
O 4.1541 -1.5926 -3.0962  -0.032

Results
charge = +1
M = 1345.66 g mol⁻¹
gap between HOMO and LUMO = 4.882 eV
HOMO level = -7.6791 eV
DFT total energy = -4682.6134 Eh

---

What is the gap between HOMO and LUMO in the second record? 4.882 eV

---

The lowest HOMO level belongs to which entry? C52H123N5O5

---

What is the formula in the second record? C52H126N15O24